# 1
Below is a cluster of 7 separate species, C34H43BBrN8O in total in a non-equilibrium geometry, with properties calculated with wB97M-V/def2-TZVPD.

```
88
Properties=species:S:1:pos:R:3:forces:R:3
C 0.81452 0.71943 -1.28612 1.0143 0.3567 0.9279
C 0.91890 -0.31862 -2.51488 1.9914 0.2836 -0.0318
C -0.34978 -1.12094 -3.04128 1.6608 -0.0586 -2.8578
Br 0.19772 -3.08324 -3.18250 -0.6556 1.2258 -0.0531
N -1.65319 -1.10784 -2.32769 -0.8629 -0.6683 -0.3503
C -1.63049 -1.55163 -0.86462 -0.6712 0.0127 2.8916
B -2.50810 0.16676 -2.54723 -1.3357 4.3011 -0.9645
N -3.71659 0.45433 -1.66541 2.1711 -1.5414 -0.5541
O -2.17240 1.16078 -3.60811 -1.8435 -2.1460 3.1294
H 1.20509 1.77781 -1.64259 -1.1061 -2.1592 0.6912
H 1.58790 0.37479 -0.44436 -1.7548 0.6326 -1.7873
H -0.21183 0.83453 -0.74869 1.8806 -0.1675 -1.3057
H 1.77406 -1.10671 -2.23839 -2.1366 1.6803 -0.6578
H 1.38446 0.28557 -3.43560 -1.3029 -1.4421 1.8832
H -0.55801 -0.80776 -4.17532 0.2523 -0.7452 2.7079
H -2.24794 -1.85911 -2.79845 1.0652 0.9432 0.4307
H -2.59250 -2.22139 -0.66815 2.2569 1.3276 -0.5259
H -1.75294 -0.61429 -0.13641 0.4528 -2.0926 -1.8386
H -0.65304 -2.10741 -0.54600 -1.9007 1.0014 -0.8940
H -4.27233 -0.42930 -1.50980 0.6347 1.5167 0.3249
H -3.38621 0.80749 -0.71722 -0.9045 -0.6801 -1.4341
H -2.89305 1.88100 -3.55620 1.5277 -1.7200 -0.1334
N -0.12924 -2.61678 1.77892 0.0499 -0.3372 0.8380
C 1.08149 -2.76126 2.36083 -0.6348 0.1191 -0.5045
C 1.26668 -3.25650 3.64168 -0.2312 -0.1464 0.0963
C 0.14280 -3.62319 4.37444 0.0128 -0.0023 -0.0167
C -1.11791 -3.48432 3.80309 0.1906 0.0147 0.0368
C -1.20159 -2.98283 2.51413 0.6508 0.2362 -0.4765
H 1.92708 -2.45837 1.75018 -0.0091 -0.0441 0.1000
H 2.26295 -3.35350 4.05798 -0.0691 0.0687 -0.0691
H 0.24832 -4.01416 5.38223 -0.0093 0.0503 -0.1293
H -2.01338 -3.76058 4.34815 0.0753 0.0313 -0.0759
H -2.16280 -2.85909 2.02314 -0.0050 -0.0336 0.0993
N 5.02606 -4.06441 -1.78997 -0.5553 -0.8219 -0.2698
C 5.63389 -5.26979 -1.84425 -0.3034 0.9011 0.0766
C 4.99138 -6.44092 -2.21274 -0.3063 0.0319 -0.0673
C 3.64177 -6.37546 -2.54254 0.0049 -0.0360 -0.0049
C 2.98757 -5.14875 -2.49432 0.2293 -0.2060 0.0226
C 3.71602 -4.03197 -2.11739 0.9170 -0.0158 0.2337
H 6.68605 -5.26961 -1.57476 -0.0857 -0.0330 -0.0331
H 5.53004 -7.38128 -2.24144 -0.0403 0.1049 0.0096
H 3.10418 -7.27275 -2.83496 0.0688 0.1031 0.0341
H 1.93619 -5.06444 -2.74487 0.1751 -0.0913 0.0498
H 3.25127 -3.05122 -2.06800 -0.0126 -0.0638 -0.0149
N -1.17729 2.88267 -0.34505 -0.7415 0.9928 0.2797
C -0.59655 3.71756 0.54436 -0.2482 -0.6680 -0.5273
C -1.07126 4.98694 0.83331 -0.2292 0.0497 -0.1882
C -2.20888 5.43144 0.16793 0.0136 0.0178 0.0316
C -2.82836 4.59528 -0.75522 0.1111 0.0786 0.1266
C -2.28116 3.34125 -0.97403 0.7478 -0.1524 0.4186
H 0.28996 3.32644 1.03504 -0.0541 0.0563 -0.0122
H -0.56598 5.61393 1.55914 -0.0311 -0.0847 -0.0829
H -2.60966 6.42105 0.36717 0.0518 -0.1278 -0.0283
H -3.71607 4.91232 -1.29069 0.0754 -0.0342 0.0371
H -2.73032 2.65053 -1.68218 -0.0118 0.3056 0.1741
N 2.55712 3.32796 -2.98409 0.6301 0.3955 -0.6225
C 2.18426 3.91877 -4.14049 0.1520 -0.3982 0.7470
C 3.06624 4.55117 -5.00208 0.2160 -0.0163 0.1075
C 4.41324 4.58461 -4.65717 0.0187 -0.0030 0.0085
C 4.82779 3.98656 -3.47159 -0.1215 0.1105 -0.2211
C 3.87159 3.37504 -2.67683 -0.8390 -0.1002 -0.0818
H 1.12252 3.86890 -4.36384 0.0663 0.0277 -0.0250
H 2.71146 5.00695 -5.91950 0.0147 -0.0478 0.0992
H 5.13410 5.07239 -5.30684 -0.0912 -0.0620 0.0822
H 5.87025 3.99591 -3.17420 -0.1155 -0.0166 -0.0102
H 4.14586 2.89115 -1.74359 0.0302 0.0499 -0.0733
N -5.67914 0.14178 0.34872 -1.0271 0.0254 0.5205
C -6.45783 -0.86857 0.79390 0.4890 0.6164 -0.2546
C -7.74562 -0.69452 1.27499 -0.0428 0.2084 -0.0132
C -8.26798 0.59414 1.30622 -0.0025 0.0056 -0.0023
C -7.48963 1.65567 0.85627 -0.0764 -0.2349 0.0695
C -6.21413 1.38136 0.38962 0.4068 -0.6985 -0.0662
H -6.00437 -1.85463 0.75242 -0.0910 0.0175 0.0443
H -8.32700 -1.54304 1.61743 0.0776 0.0763 -0.0405
H -9.27330 0.76991 1.67783 0.1317 -0.0262 -0.0493
H -7.86747 2.67172 0.86810 0.0635 -0.1005 -0.0092
H -5.56911 2.17558 0.02427 -0.0795 -0.0102 0.0164
N 3.64863 -0.64186 5.00305 -0.3985 0.6706 0.6066
C 2.35269 -0.26131 5.03606 0.8562 -0.2537 -0.0827
C 1.85800 0.71625 5.88448 0.2013 0.0960 0.1457
C 2.74368 1.34075 6.75630 0.0177 0.0156 0.0187
C 4.08420 0.96919 6.74722 -0.2974 0.0691 -0.0233
C 4.48500 -0.01649 5.85970 -0.4203 -0.5062 -0.6223
H 1.70057 -0.78008 4.33945 0.0116 0.1126 0.0895
H 0.80761 0.98384 5.86627 0.0839 -0.0417 -0.0063
H 2.39244 2.11075 7.43702 0.0445 -0.0936 -0.0754
H 4.79944 1.43639 7.41461 -0.0548 -0.0617 -0.0770
H 5.52144 -0.33873 5.81202 -0.0835 0.0498 0.0387
```
Positions in Å, forces in eV/Å.

The calculation puts the largest force on an atom at 4.606 eV/A. The orbital gap comes out at 8.61 eV. As for the multiplicity: 1. Its LUMO energy is -2.67 eV. The total energy is -4433.278814 Ha. Its HOMO energy is -0.4146 Ha. The charge is +1.

***

# 2
Below is a structure of composition C34H43BMnN5OS in a non-equilibrium geometry, with properties calculated with wB97M-V/def2-TZVPD.

```
86
Properties=species:S:1:pos:R:3:forces:R:3
Mn 1.47349 -0.57596 0.29654 1.1165 0.5603 0.0336
N 3.04610 -4.23548 -1.50818 -1.0180 -1.7299 -0.5276
C 2.77967 -3.06780 -0.88702 2.4355 1.2842 0.2776
S 1.14629 -2.53179 -0.85189 -1.1713 0.3215 0.2056
N 3.83824 -2.38810 -0.49023 -0.3852 -1.2363 -0.1728
N 3.58079 -1.20320 0.12482 0.7324 1.4304 1.0679
C 4.63910 -0.55401 0.61274 -2.1051 -0.7359 -1.1452
C 4.59203 0.74937 1.22683 -0.3199 -0.3250 -0.1536
C 5.83687 1.35472 1.46596 -0.2347 -0.6533 0.0921
C 5.87773 2.59751 1.99396 0.1470 1.8975 0.5884
C 4.67287 3.27968 2.36183 0.9387 -0.5602 -0.0527
C 3.45195 2.68896 2.20524 0.4867 -0.6649 -0.4961
C 3.38939 1.42263 1.54999 -0.0836 0.1803 0.2083
O 2.21309 0.91592 1.29033 -1.0627 -0.5618 -0.2997
H 2.25389 -4.87194 -1.72233 1.1379 0.8571 0.3040
H 3.97608 -4.64351 -1.42212 -0.5426 0.3834 0.0131
H 5.63961 -0.96755 0.46525 -0.3318 -0.2790 -0.0683
H 6.73504 0.76678 1.26258 -0.1543 0.3813 -0.0616
H 6.83457 3.11205 2.13512 -0.3818 -0.2485 0.0391
H 4.71415 4.26093 2.81598 0.1943 0.0188 0.0003
H 2.56277 3.17743 2.56855 -0.2831 -0.0881 -0.2025
C -3.30200 3.69881 2.04460 -0.3579 0.9786 -0.1724
C -1.87496 3.22365 2.34612 -0.4185 0.3541 -0.9117
C -0.99073 3.54120 1.12967 1.1526 -0.3283 0.0459
C -1.83386 1.82078 2.90297 0.1261 -0.3055 0.1884
C -2.00425 1.76355 4.29181 0.2358 -0.6677 -0.5804
C -1.74596 0.60606 4.99102 -0.3953 -0.5754 0.1676
C -1.41382 -0.54168 4.29623 0.1005 0.3207 -0.5300
C -1.35323 -0.57879 2.89361 -0.1512 0.8412 1.4732
C -1.03495 -1.91786 2.30629 -0.0425 -0.0493 0.5322
C -2.23435 -2.85328 2.50291 -0.1213 -0.4376 -0.1103
C 0.21217 -2.46756 3.02105 0.5705 -0.6509 -0.7743
C -1.59228 0.61863 2.20954 -0.2067 -0.3903 -1.1378
N -1.67964 0.50219 0.75533 1.1240 0.5431 0.4663
B -0.64071 -0.02233 -0.17906 -2.1970 0.6559 -0.1076
N -1.39149 0.04304 -1.45287 1.6531 0.5175 0.4267
C -2.59681 0.70024 -1.26888 -0.8587 0.0300 0.1623
C -2.80887 0.96159 0.04058 0.6798 -0.5233 0.1437
C -0.91695 -0.39845 -2.72646 0.5409 -0.9915 -1.0931
C 0.19903 0.18631 -3.40808 -1.9865 -0.2751 0.8102
C 0.77484 -0.48220 -4.48795 -0.3850 0.0085 0.9006
C 0.21015 -1.62773 -4.97316 -0.6051 -0.3381 -1.1468
C -1.00003 -2.09485 -4.44978 0.4423 -0.2769 -0.2383
C -1.51067 -1.58438 -3.25470 0.5664 0.5474 -0.0917
C -2.59453 -2.35762 -2.52634 -0.3992 -0.0235 -0.2027
C -4.01006 -2.03615 -3.04751 -0.3052 -0.8600 -0.3715
C -2.32572 -3.87447 -2.63278 0.6281 0.2335 0.4738
C 0.71899 1.56341 -3.14967 1.6583 -0.3415 0.1963
C 2.24675 1.44861 -2.86109 0.7934 0.6434 0.0581
C 0.12382 2.49641 -2.13041 -0.1250 0.5199 0.6803
H -3.30969 4.81051 2.01244 0.0521 -0.5272 0.0088
H -4.01056 3.42399 2.84694 0.1889 -0.1374 -0.5530
H -3.63256 3.39280 1.03210 -0.0442 -0.1047 0.7488
H -1.54772 3.85202 3.16030 0.3051 0.1394 0.3272
H -1.50910 3.25781 0.21984 0.0817 -0.1752 -0.2165
H 0.01796 3.03063 1.14108 -1.0917 0.3539 0.1264
H -0.77908 4.61958 1.04037 -0.2349 -0.2780 0.2481
H -2.39174 2.61440 4.80521 0.1726 0.6992 0.2939
H -1.86090 0.54415 6.07095 0.0266 0.1905 -0.1604
H -1.21780 -1.45239 4.83081 -0.0253 -0.1070 0.2651
H -0.83255 -1.80636 1.23447 -0.0774 -0.3027 0.2856
H -2.50623 -2.99583 3.58002 0.3515 0.2020 -0.8375
H -1.95251 -3.83919 2.08053 -0.4740 0.3783 0.1761
H -3.12021 -2.43614 1.98392 0.3992 -0.3952 0.1967
H 0.02233 -2.78151 4.05826 0.0415 0.1370 -0.4223
H 1.03802 -1.74095 3.02466 -0.2268 0.0276 0.1364
H 0.60262 -3.33912 2.46492 -0.2417 0.1523 0.2724
H -3.28762 0.94543 -2.07286 0.3896 -0.2632 0.0631
H -3.69669 1.38175 0.52512 0.6499 -0.2728 -0.2337
H 1.67537 -0.08757 -4.91443 0.2199 0.1818 -0.3107
H 0.66133 -2.07528 -5.87606 -0.4167 0.0344 0.6020
H -1.49921 -2.91190 -4.98443 0.2482 0.2013 0.4960
H -2.57788 -2.08832 -1.45991 0.1498 0.0280 -0.2652
H -4.15314 -2.41573 -4.09421 0.2062 0.3041 0.8073
H -4.24773 -0.97230 -3.05100 0.0719 -0.0484 0.1161
H -4.73790 -2.57529 -2.40402 0.2436 0.4068 -0.4097
H -2.45554 -4.23559 -3.66736 0.0081 -0.0049 0.5738
H -2.95953 -4.42870 -1.93434 -0.2068 0.0300 -0.2981
H -1.28604 -4.06126 -2.28777 -0.4881 -0.0102 -0.4415
H 0.68915 2.07768 -4.10262 -0.3687 0.0478 -0.3716
H 2.44874 1.61338 -1.78141 -0.0394 0.0327 -0.4851
H 2.77300 2.24994 -3.45073 -0.1916 -0.7628 0.7680
H 2.70029 0.46813 -3.10870 -0.3685 0.5945 -0.0262
H 0.38385 2.20135 -1.09361 -0.3820 0.0489 -0.5163
H -0.95916 2.68274 -2.21823 0.4073 -0.2466 0.0321
H 0.63487 3.45334 -2.28716 -0.1673 0.0551 0.0970
```
Positions in Å, forces in eV/Å.

The calculation puts the largest force on an atom at 2.767 eV/A. The orbital gap (spin up / spin down) comes out at 6.72 / 7.48 eV. As for the multiplicity: 5. Its LUMO energy (spin up / spin down) is -0.79 / -0.09 eV. The total energy is -3244.505039 Ha. Its HOMO energy (spin up / spin down) is -0.2761 / -0.2782 Ha.

***

Question: Which of these has the lowest total energy?
Answer: C34H43BBrN8O

***

Question: Which formula does entry 1 have?
Answer: C34H43BBrN8O

***

Question: Which value of total energy does entry 2 give?
Answer: -3244.505039 Ha